No. 1
The following is a DFT calculation (the ωB97M-V functional and the def2-TZVPD basis) of a structure of composition C35H28BN13OSZr.

Multiplicity = 1
Net charge = +2
Highest occupied orbital energy = -13.52 eV

Cartesian coordinates (Å):
Zr 0.259 -0.241 0.578
C 3.377 1.138 3.594
C 2.151 1.380 3.006
N 1.739 0.314 2.288
N 2.724 -0.620 2.436
C 3.707 -0.150 3.195
B 2.507 -2.030 1.861
N 2.253 -1.836 0.321
C 3.369 -1.531 -0.479
C 3.458 -2.420 -1.478
C 2.345 -3.312 -1.268
N 1.666 -3.012 -0.212
N 1.172 -2.608 2.367
C 0.928 -3.727 3.041
C -0.426 -4.021 2.942
C -0.944 -3.001 2.167
N 0.021 -2.133 1.820
H 3.941 1.797 4.230
H 1.545 2.263 3.091
H 4.565 -0.765 3.416
H 3.431 -2.741 2.136
H 4.011 -0.703 -0.222
H 4.198 -2.454 -2.260
H 2.063 -4.170 -1.863
H 1.730 -4.255 3.529
H -0.949 -4.863 3.360
H -1.959 -2.858 1.833
C 2.419 3.337 -1.289
C 1.587 2.458 -0.424
N 1.369 1.213 -0.655
N 1.782 0.716 -1.895
C 1.083 -0.336 -2.196
O 0.227 -0.883 -1.347
C 1.167 -0.924 -3.541
C 0.412 -2.062 -3.819
C 0.468 -2.641 -5.077
C 1.282 -2.084 -6.055
C 2.036 -0.948 -5.779
C 1.979 -0.363 -4.526
C 0.828 3.012 0.722
C 0.946 4.341 1.075
C 0.124 4.853 2.073
C -0.797 4.012 2.659
C -0.848 2.684 2.253
N -0.050 2.177 1.319
H 2.868 2.771 -2.095
H 1.816 4.147 -1.707
H 3.204 3.797 -0.684
H -0.212 -2.489 -3.045
H -0.118 -3.524 -5.294
H 1.330 -2.535 -7.037
H 2.667 -0.519 -6.544
H 2.563 0.520 -4.306
H 1.667 4.972 0.577
H 0.200 5.890 2.371
H -1.474 4.358 3.428
H -1.552 2.011 2.718
S -7.504 -0.053 -0.385
N -6.612 -0.371 0.918
C -5.360 -0.097 0.583
C -4.207 -0.225 1.465
C -4.303 -0.539 2.819
C -3.153 -0.583 3.579
C -1.932 -0.398 2.950
N -1.821 -0.126 1.643
C -2.952 0.023 0.919
C -2.799 0.552 -0.437
N -1.551 0.918 -0.789
C -1.392 1.502 -1.971
C -2.441 1.718 -2.860
C -3.710 1.319 -2.512
C -3.903 0.736 -1.260
C -5.211 0.351 -0.742
N -6.354 0.416 -1.410
H -5.278 -0.722 3.254
H -3.180 -0.791 4.639
H -1.007 -0.493 3.503
H -0.388 1.800 -2.238
H -2.240 2.195 -3.809
H -4.557 1.464 -3.170

Charges computed using Mulliken, reported in e:
1. Zr 0.0072
2. C -1.4480
3. C -0.2221
4. N 0.6301
5. N 0.0369
6. C -0.1162
7. B -0.4831
8. N 2.0609
9. C -0.7795
10. C -0.8694
11. C -0.5514
12. N -0.7608
13. N -0.0165
14. C -0.2602
15. C -1.3123
16. C -0.5532
17. N 0.5722
18. H 0.4711
19. H 0.6043
20. H 0.5085
21. H -0.0731
22. H 0.5578
23. H 0.5292
24. H 0.5563
25. H 0.4822
26. H 0.4621
27. H 0.5847
28. C -2.3451
29. C 0.3807
30. N 1.7235
31. N -1.1202
32. C 0.8698
33. O -0.9973
34. C 0.4720
35. C -0.1904
36. C -1.0331
37. C -0.4938
38. C -0.8793
39. C -0.3282
40. C 1.2235
41. C -0.7725
42. C -0.8769
43. C -0.9617
44. C -0.3495
45. N 0.7968
46. H 0.3732
47. H 0.4038
48. H 0.5440
49. H 0.4934
50. H 0.4567
51. H 0.4322
52. H 0.4629
53. H 0.4965
54. H 0.5530
55. H 0.4690
56. H 0.5268
57. H 0.3456
58. S 0.2202
59. N -0.6495
60. C 0.6406
61. C 0.6910
62. C -0.8600
63. C -1.1208
64. C -0.4713
65. N 1.2641
66. C -0.4370
67. C -0.6228
68. N 0.6867
69. C -0.1954
70. C -1.1653
71. C -0.6610
72. C 0.4369
73. C 0.6770
74. N -0.6613
75. H 0.5664
76. H 0.5633
77. H 0.3306
78. H 0.3587
79. H 0.5387
80. H 0.5770


No. 2
The following is a DFT calculation (the ωB97M-V functional and the def2-TZVPD basis) of a structure of composition C36H30BBrF4N10O3Re.

Multiplicity = 4
⟨S²⟩ = 3.83
Net charge = +2
Highest occupied orbital energy (spin up / spin down) = -12.81 / -12.81 eV

Cartesian coordinates (Å):
Re -0.395 -0.417 -0.971
O 2.414 -0.470 -5.785
C 1.307 0.313 -5.829
C 1.177 1.093 -7.043
C 0.047 1.917 -7.244
C -0.784 2.136 -6.189
C -0.626 1.380 -5.020
C 0.315 0.355 -4.844
C 0.306 -0.605 -3.689
O -0.805 -0.230 -2.803
N 1.650 -0.508 -3.040
N 1.389 -0.786 -1.628
C 2.445 -1.166 -0.913
C 2.432 -0.707 0.414
Br 0.427 -0.736 1.392
C 3.544 -0.317 1.180
C 4.962 -0.441 0.888
C 5.444 -1.384 -0.023
C 6.726 -1.286 -0.538
C 7.637 -0.390 -0.047
C 7.257 0.450 1.049
C 5.918 0.439 1.478
H 2.564 -0.810 -4.832
H 1.903 1.035 -7.884
H -0.042 2.491 -8.149
H -1.483 2.965 -6.199
H -1.235 1.644 -4.130
H 0.197 -1.620 -4.059
H 1.941 0.450 -3.129
H 3.259 -1.597 -1.499
H 3.364 0.119 2.123
H 4.836 -2.240 -0.402
H 7.002 -1.923 -1.452
H 8.677 -0.380 -0.323
H 7.976 1.012 1.631
H 5.570 1.169 2.286
C -0.337 4.747 0.930
N -0.368 3.711 -0.095
C 0.234 2.483 -0.087
N -0.313 1.704 -0.987
C -1.265 2.469 -1.588
N -1.330 3.658 -1.041
C -0.767 4.146 2.285
C -0.103 4.513 3.480
C -0.272 3.803 4.631
C -1.214 2.738 4.665
C -1.920 2.429 3.553
C -1.807 3.229 2.374
C -2.928 1.342 3.524
N -3.990 1.204 2.790
N -4.382 -0.161 2.965
C -3.534 -0.750 3.756
O -2.587 0.181 4.282
C -3.241 -2.137 3.871
C -2.443 -2.603 4.949
C -1.880 -3.842 4.782
C -2.048 -4.650 3.666
C -2.819 -4.147 2.633
C -2.745 -4.820 1.349
N -2.128 -4.001 0.224
C -2.310 -2.797 -0.211
N -1.239 -2.343 -0.911
C -0.558 -3.573 -1.119
N -1.012 -4.547 -0.428
C -3.618 -2.988 2.838
H -0.879 5.616 0.581
H 0.740 5.032 0.963
H 1.189 2.315 0.397
H -1.930 2.139 -2.370
H 0.602 5.328 3.357
H 0.199 4.186 5.514
H -1.335 2.028 5.577
H -2.383 2.921 1.486
H -2.303 -1.985 5.832
H -1.060 -4.097 5.417
H -1.553 -5.651 3.693
H -3.753 -5.064 0.915
H -2.155 -5.768 1.448
H -3.137 -2.069 -0.079
H 0.304 -3.626 -1.814
H -4.346 -2.638 2.155
F -4.883 -0.974 -1.373
B -5.038 0.331 -1.165
F -2.256 -0.022 -0.129
F -5.946 0.864 -0.267
F -4.470 1.183 -1.994

Charges computed using Mulliken, reported in e:
1. Re 0.5533
2. O -0.6163
3. C 0.6778
4. C -0.6560
5. C -0.4243
6. C -0.8785
7. C 0.0664
8. C -0.4721
9. C 0.8510
10. O -0.3978
11. N -0.7095
12. N 0.2725
13. C -0.2856
14. C 0.1023
15. Br -0.0516
16. C -0.6915
17. C 0.7639
18. C 0.0547
19. C -0.5771
20. C -0.4945
21. C -0.4993
22. C -0.5520
23. H 0.3920
24. H 0.3717
25. H 0.4053
26. H 0.3942
27. H 0.2558
28. H 0.1734
29. H 0.3349
30. H 0.4042
31. H 0.5470
32. H 0.4608
33. H 0.3018
34. H 0.4121
35. H 0.4174
36. H 0.2688
37. C -0.9887
38. N 0.7759
39. C -0.3586
40. N 0.4137
41. C -0.5731
42. N -0.8243
43. C 0.7180
44. C -0.9821
45. C -0.7785
46. C -0.2086
47. C 0.3410
48. C -0.4369
49. C 0.3706
50. N -0.4223
51. N -0.3819
52. C 0.3281
53. O -0.2681
54. C 0.1853
55. C -0.8145
56. C -0.6943
57. C -0.8463
58. C 1.0372
59. C -1.1571
60. N 0.9186
61. C -0.3759
62. N 0.5618
63. C -0.3715
64. N -0.8465
65. C -0.2354
66. H 0.3195
67. H 0.4635
68. H 0.5843
69. H 0.5972
70. H 0.4858
71. H 0.4519
72. H 0.3619
73. H 0.5917
74. H 0.5478
75. H 0.4017
76. H 0.3457
77. H 0.3326
78. H 0.3471
79. H 0.3682
80. H 0.4643
81. H 0.7767
82. F -0.2002
83. B 0.5972
84. F -0.6708
85. F -0.2604
86. F -0.1665


No. 3
The following is a DFT calculation (the ωB97M-V functional and the def2-TZVPD basis) of a structure of composition C61H53ClN3O6P2STi.

Multiplicity = 1
Net charge = -1
Highest occupied orbital energy = -2.05 eV

Cartesian coordinates (Å):
Ti -1.393 0.696 1.283
C -3.462 -3.386 -4.092
C -2.637 -2.308 -4.729
C -2.557 -2.177 -6.109
C -1.803 -1.174 -6.701
C -1.092 -0.292 -5.901
C -1.135 -0.413 -4.523
C -1.921 -1.402 -3.934
N -1.959 -1.554 -2.541
C -1.913 -0.549 -1.587
N -2.464 0.607 -2.003
C -2.468 1.918 -1.461
C -1.992 2.180 -0.176
C -2.099 3.525 0.217
C -2.617 4.521 -0.592
C -3.065 4.204 -1.864
C -3.005 2.897 -2.320
C -3.528 2.567 -3.694
N -1.411 -0.781 -0.411
C -0.880 -2.095 -0.240
C 0.428 -2.355 -0.625
C 0.976 -3.615 -0.469
C 0.201 -4.632 0.071
C -1.115 -4.377 0.424
C -1.685 -3.118 0.268
C -3.118 -2.865 0.629
H -4.012 -3.947 -4.846
H -4.175 -2.965 -3.380
H -2.845 -4.099 -3.537
H -3.110 -2.873 -6.728
H -1.770 -1.086 -7.779
H -0.487 0.487 -6.348
H -0.551 0.242 -3.890
H -1.870 -2.491 -2.176
H -2.897 0.534 -2.907
H -1.792 3.793 1.223
H -2.692 5.539 -0.228
H -3.485 4.967 -2.509
H -3.954 3.455 -4.158
H -4.321 1.813 -3.666
H -2.747 2.190 -4.359
H 0.982 -1.544 -1.073
H 1.998 -3.804 -0.775
H 0.616 -5.621 0.214
H -1.721 -5.168 0.851
H -3.488 -3.647 1.292
H -3.751 -2.853 -0.266
H -3.234 -1.899 1.118
O 0.729 1.001 1.178
P 2.197 1.193 1.137
C 3.087 -0.056 0.171
P 2.877 0.041 -1.634
O 1.512 0.366 -2.108
C 4.079 1.260 -2.224
C 5.452 1.147 -2.009
C 6.307 2.131 -2.468
C 5.793 3.229 -3.150
C 4.429 3.340 -3.374
C 3.568 2.356 -2.912
C 3.500 -1.546 -2.249
C 4.321 -2.400 -1.514
C 4.765 -3.592 -2.070
C 4.385 -3.935 -3.359
C 3.563 -3.090 -4.094
C 3.123 -1.901 -3.544
C 2.650 2.803 0.469
C 3.963 3.265 0.386
C 4.221 4.513 -0.147
C 3.170 5.303 -0.601
C 1.863 4.847 -0.520
C 1.598 3.597 0.021
C 2.848 1.080 2.809
C 4.205 0.962 3.113
C 4.617 0.941 4.434
C 3.673 1.043 5.450
C 2.326 1.163 5.149
C 1.903 1.186 3.828
H 2.718 -1.020 0.533
H 4.149 0.029 0.419
H 5.860 0.286 -1.490
H 7.373 2.044 -2.300
H 6.464 4.001 -3.506
H 4.030 4.197 -3.898
H 2.498 2.435 -3.052
H 4.612 -2.153 -0.502
H 5.394 -4.254 -1.492
H 4.722 -4.870 -3.789
H 3.255 -3.365 -5.094
H 2.460 -1.253 -4.104
H 4.791 2.657 0.730
H 5.241 4.868 -0.215
H 3.375 6.279 -1.022
H 1.040 5.451 -0.880
H 0.584 3.226 0.076
H 4.950 0.876 2.330
H 5.668 0.842 4.672
H 3.995 1.023 6.484
H 1.590 1.229 5.938
H 0.849 1.263 3.589
Cl -5.619 4.174 6.058
C -4.357 3.466 5.056
C -3.053 3.941 5.202
C -2.076 3.371 4.401
C -2.369 2.373 3.477
O -1.390 1.884 2.719
C -3.711 1.888 3.332
C -4.059 0.879 2.424
O -3.194 0.318 1.617
C -4.694 2.482 4.169
H -2.823 4.717 5.915
H -1.046 3.699 4.477
H -5.084 0.509 2.375
H -5.722 2.152 4.094
O -3.908 -6.415 5.481
C -4.250 -5.101 5.344
O -5.340 -4.751 5.718
C -3.244 -4.202 4.735
C -1.986 -4.618 4.287
C -1.102 -3.726 3.718
C -1.429 -2.369 3.567
S -0.301 -1.268 2.840
C -2.687 -1.955 4.038
C -3.569 -2.847 4.602
H -3.012 -6.542 5.151
H -1.658 -5.652 4.356
H -0.141 -4.068 3.358
H -2.959 -0.913 3.945
H -4.535 -2.511 4.953

Atom charges from the Mulliken analysis, given in e for atoms 1 to 99:
1. Ti -0.5203
2. C -1.4663
3. C 0.9069
4. C -0.6762
5. C -0.8038
6. C -1.1520
7. C -0.2398
8. C -0.1443
9. N 0.2929
10. C -0.0490
11. N 0.2037
12. C -0.3463
13. C 0.7772
14. C -0.1526
15. C -1.5324
16. C -0.8783
17. C 1.5019
18. C -1.4531
19. N 1.2065
20. C -1.7882
21. C 0.6630
22. C -0.6069
23. C -1.2543
24. C -0.6715
25. C 1.6551
26. C -1.1123
27. H 0.4233
28. H 0.2894
29. H 0.3156
30. H 0.3535
31. H 0.4221
32. H 0.4791
33. H 1.0554
34. H 0.2933
35. H 0.0141
36. H 0.6363
37. H 0.4752
38. H 0.3234
39. H 0.4160
40. H 0.3498
41. H 0.2249
42. H 0.0845
43. H 0.2905
44. H 0.3840
45. H 0.4737
46. H 0.4370
47. H 0.2385
48. H -0.3695
49. O 1.4403
50. P 0.0680
51. C -0.8937
52. P 0.4561
53. O -0.2024
54. C 0.6970
55. C -0.5769
56. C -0.7585
57. C -0.5509
58. C -0.6827
59. C -0.3928
60. C 1.0187
61. C -0.3789
62. C -0.6577
63. C -0.5294
64. C -0.6805
65. C -0.9498
66. C 0.6845
67. C -0.3382
68. C -0.7428
69. C -0.6560
70. C -0.5953
71. C -0.5039
72. C 0.8167
73. C -0.5283
74. C -0.7846
75. C -0.5203
76. C -1.0308
77. C -0.5289
78. H 0.4975
79. H 0.8180
80. H 0.4061
81. H 0.4073
82. H 0.4055
83. H 0.4369
84. H 0.4478
85. H 0.4053
86. H 0.4207
87. H 0.3894
88. H 0.4411
89. H 0.3889
90. H 0.2831
91. H 0.4405
92. H 0.4121
93. H 0.5452
94. H 0.1342
95. H 0.2014
96. H 0.4189
97. H 0.3750
98. H 0.5002
99. H 0.4311


Total energy in a.u., matching the order above: -2607.52113 -5239.21036 -5362.90569
ΔE to the lowest compared entry with this formula, charge and spin in eV, matching the order above: 0.397 1.980 0.434